Entry 1:
C22H17Br51F12N2O11S4Sr | ωB97M-V/def2-TZVPD

Values from the calculation:
Total energy, eV: -3697546.0807
Kohn-Sham gap, eV: 6.77
LUMO energy, Ha: 0.0906
Spin multiplicity: 1
Charge: -2

Last column: Mulliken charge in e.
Geometry (Å):
Sr (0.72383, -3.85675, -0.00946)  2.38
C (1.84581, -5.88306, -1.53842)  0.61
O (0.53371, -5.67198, -1.64291)  -0.68
O (2.44334, -5.01676, -0.80726)  -0.92
O (2.37438, -6.87629, -2.07576)  -0.75
C (0.15425, -2.19474, 3.36618)  0.45
F (1.12493, -1.39795, 3.71849)  -0.06
F (-0.29728, -1.72608, 2.24620)  -0.20
F (0.66080, -3.45685, 2.95690)  -0.23
S (-1.08417, -2.34720, 4.66277)  0.89
O (-1.54653, -0.97544, 4.81995)  -0.53
O (-2.03473, -3.31102, 4.13064)  -0.64
N (-0.28919, -2.95367, 5.85558)  -0.50
S (0.30619, -1.87660, 6.95941)  1.13
O (0.99982, -0.75279, 6.48059)  -0.27
O (-0.61794, -1.72185, 8.03464)  -0.77
C (1.66988, -3.01793, 7.66631)  0.46
F (2.09153, -2.56460, 8.89588)  -0.22
F (1.19173, -4.29847, 7.88940)  -0.23
F (2.73617, -3.08690, 6.84458)  -0.20
C (0.87877, 0.51057, -0.16767)  0.33
F (0.62441, 1.78329, -0.24926)  0.13
F (2.22308, 0.28855, -0.40047)  -0.02
F (0.56086, 0.09365, 1.05938)  -0.09
S (-0.30728, -0.48939, -1.40806)  -1.10
O (-0.01815, 0.06490, -2.68556)  -0.07
O (0.12503, -1.86727, -1.17042)  0.04
N (-1.81273, -0.34584, -0.79313)  -0.04
S (-2.68529, 0.96133, -1.09208)  0.39
O (-1.92163, 2.02902, -1.65283)  -0.37
O (-3.97641, 0.64387, -1.61979)  -0.09
C (-3.01912, 1.60340, 0.61241)  0.21
F (-3.64420, 2.78130, 0.44260)  -0.16
F (-3.79270, 0.84693, 1.34563)  -0.13
F (-1.92383, 1.86453, 1.26288)  -0.04
C (1.09649, -3.27982, -5.57149)  -0.27
Br (0.20902, -1.58627, -5.40739)  0.00
Br (0.56346, -4.06120, -7.22671)  -0.07
Br (0.58282, -4.35796, -4.07013)  0.19
H (2.11969, -3.07415, -5.70837)  0.03
C (-5.49553, -1.84820, -3.01326)  -0.01
Br (-6.94218, -2.55369, -3.95035)  -0.07
Br (-3.95558, -1.98719, -4.09223)  0.03
Br (-5.20493, -2.83617, -1.43784)  -0.03
H (-5.65552, -0.74792, -2.84681)  0.00
C (-6.94563, 2.87711, -0.72274)  0.05
Br (-7.36513, 4.17211, 0.60174)  -0.02
Br (-8.17159, 3.07853, -2.29831)  -0.11
Br (-7.32642, 1.07741, -0.16231)  -0.02
H (-5.89045, 2.94392, -1.08934)  0.04
C (5.24088, 1.19554, 4.15135)  0.06
Br (3.65581, 0.54213, 5.05270)  -0.03
Br (6.49820, -0.18702, 3.84516)  -0.03
Br (5.91364, 2.65741, 5.28894)  -0.08
H (4.84425, 1.69024, 3.29384)  -0.04
C (4.98320, -3.60722, 0.01259)  0.76
Br (5.74975, -2.74731, -1.44437)  -0.02
Br (4.13953, -2.40669, 1.27095)  -0.03
Br (6.42253, -4.58388, 0.82381)  -0.06
H (4.10390, -4.18663, -0.27677)  -0.57
C (-6.11494, -4.44315, 4.72988)  0.04
Br (-5.85887, -6.18652, 5.45060)  0.00
Br (-7.08405, -3.19675, 5.94258)  -0.05
Br (-7.12034, -4.38925, 3.05519)  -0.02
H (-5.15677, -3.97570, 4.48921)  0.02
C (7.64517, 0.79147, 0.46687)  -0.38
Br (8.08283, 2.42677, 1.36759)  -0.06
Br (8.69674, 0.66613, -1.21508)  -0.15
Br (5.84306, 0.79822, -0.02408)  0.34
H (7.80774, -0.09221, 1.03779)  0.40
C (5.13611, 5.42239, -2.06786)  0.34
Br (5.79822, 6.67212, -0.85691)  -0.04
Br (6.49382, 4.53283, -2.98422)  -0.03
Br (4.01338, 6.42135, -3.32994)  -0.07
H (4.54359, 4.71690, -1.47671)  -0.30
C (5.90737, -1.49772, -5.34503)  -0.27
Br (7.02919, -0.72474, -3.98142)  -0.07
Br (4.08697, -1.56542, -4.64142)  0.15
Br (6.38932, -3.30695, -5.62744)  -0.02
H (5.93265, -0.85080, -6.22633)  0.20
C (-0.03436, 5.67997, -2.30973)  -0.38
Br (-1.88307, 5.45013, -1.88829)  -0.02
Br (0.82639, 3.96373, -2.42705)  0.18
Br (0.82050, 6.68719, -0.88550)  -0.10
H (0.14449, 6.28749, -3.29424)  0.38
C (-2.37054, -6.42861, -0.80234)  -0.31
Br (-2.21888, -5.03223, 0.52364)  -0.18
Br (-2.54900, -5.56877, -2.50399)  -0.01
Br (-3.99359, -7.40334, -0.34719)  -0.08
H (-1.40172, -6.92826, -0.74845)  0.40
C (-2.21280, 4.52517, 4.32027)  0.11
Br (-2.15785, 6.08376, 5.45546)  -0.06
Br (-1.95235, 5.04539, 2.44766)  -0.05
Br (-3.85856, 3.60770, 4.66225)  -0.03
H (-1.38894, 3.92017, 4.64514)  -0.06
C (2.81731, 1.09507, -6.63362)  0.18
Br (4.15426, 0.34829, -7.77759)  -0.06
Br (1.79461, 2.22832, -7.68065)  -0.06
Br (3.60558, 2.26988, -5.31574)  0.08
H (2.30111, 0.38465, -6.06234)  -0.23
C (-0.94473, 1.52581, 8.12378)  0.14
Br (0.28515, 2.43186, 6.92025)  -0.02
Br (-2.64247, 2.43452, 7.95342)  -0.02
Br (-0.44423, 1.88110, 9.94420)  -0.06
H (-0.87920, 0.44067, 7.99036)  -0.08
C (-6.66546, 0.33338, -7.19836)  -0.33
Br (-6.41020, 1.39431, -5.62004)  0.09
Br (-5.37606, 0.82659, -8.50800)  -0.04
Br (-8.39996, 0.54746, -8.00785)  -0.07
H (-6.58156, -0.74930, -6.92445)  0.30
C (1.75674, 4.64853, 2.11639)  -0.15
Br (2.41097, 6.35333, 2.61485)  -0.04
Br (1.62279, 3.55588, 3.67600)  0.08
Br (3.00839, 3.77463, 0.86758)  0.08
H (0.79003, 4.73740, 1.64642)  -0.03
C (-2.28939, 2.59841, -4.81084)  0.87
Br (-1.20073, 3.94959, -5.77878)  -0.13
Br (-2.31905, 1.00644, -5.81876)  -0.04
Br (-3.90377, 3.51269, -4.41462)  -0.11
H (-1.79854, 2.39702, -3.87249)  -0.58


Entry 2:
C18H60N10O12 | ωB97M-V/def2-TZVPD

Values from the calculation:
Total energy, eV: -59106.2199
Relative energy (zero: lowest compared OMol25 entry of this formula, charge and spin), kcal/mol: 158.6
Kohn-Sham gap, eV: 9.02
LUMO energy, Ha: 0.0030
Spin multiplicity: 1
Structure (SMILES): NC(N)=O.NC(N)=O.NC(N)=O.NC(N)=O.NC(N)=O.CCO.CCO.CCO.CCO.CCO.CCO.CO

Last column: Mulliken charge in e.
Geometry (Å):
N (-2.10617, -2.03025, -0.00190)  0.54
C (-1.85269, -3.02682, -0.84934)  -0.04
N (-0.58797, -3.33039, -0.82541)  0.01
O (-2.82351, -3.85701, -1.34521)  -0.83
H (-3.03494, -1.64727, 0.04654)  0.21
H (-1.41576, -1.37242, 0.34557)  -0.23
H (-0.29136, -4.20212, -1.30750)  0.31
H (0.15018, -2.68411, -0.53107)  -0.15
N (-0.09095, -1.85024, 2.90065)  -0.40
C (-0.71084, -1.01320, 3.71221)  0.03
N (-1.98460, -1.16944, 3.50997)  -0.41
O (-0.04443, -0.08214, 4.54887)  -0.68
H (0.94783, -1.98199, 3.02697)  0.23
H (-0.58168, -2.57905, 2.37248)  0.27
H (-2.53382, -0.51916, 4.13726)  0.33
H (-2.35869, -2.12879, 3.51303)  0.25
N (-0.39782, -0.22521, 0.84459)  1.83
C (0.46886, -0.37735, -0.11121)  -0.13
N (0.39840, 0.61773, -0.96557)  1.90
O (1.22117, -1.49024, -0.32822)  -0.33
H (-0.32412, -0.81139, 1.72953)  -0.69
H (-1.02246, 0.59302, 0.92538)  -0.61
H (1.17558, 0.74005, -1.66431)  0.15
H (-0.15574, 1.44790, -0.83151)  -0.86
N (2.97457, 4.78220, -1.31971)  -0.45
C (1.69933, 4.64135, -1.43377)  0.15
N (1.31621, 3.50218, -1.99290)  -0.13
O (0.82632, 5.55039, -0.78933)  -0.71
H (3.25410, 5.62213, -0.86039)  0.25
H (3.74324, 4.08020, -1.70306)  0.23
H (0.32675, 3.42942, -1.88163)  0.13
H (1.92546, 2.80407, -2.38086)  0.21
N (-4.59207, -1.36956, 1.26920)  -0.22
C (-4.43488, -0.12087, 1.01642)  0.32
N (-3.27712, 0.27087, 1.44721)  0.71
O (-5.29806, 0.71030, 0.35504)  -0.78
H (-5.51639, -1.78529, 0.95344)  0.31
H (-3.92400, -1.95175, 1.71833)  0.14
H (-3.10643, 1.26443, 1.23540)  -0.08
H (-2.69520, -0.35049, 2.04276)  -0.03
C (-2.16522, -1.59040, -3.92723)  -1.08
C (-0.69020, -1.83404, -3.90465)  0.11
O (-0.05121, -0.64750, -3.52087)  -0.34
H (-2.69371, -2.44302, -4.30271)  0.46
H (-2.48021, -0.76165, -4.55226)  0.31
H (-2.50062, -1.35627, -2.91892)  -0.01
H (-0.36047, -2.05802, -4.93230)  0.45
H (-0.34312, -2.66920, -3.33710)  -0.02
H (-0.21079, -0.39868, -2.60760)  0.03
C (2.29247, -3.20026, -2.75335)  -0.48
C (3.81114, -3.60201, -2.81019)  -0.77
O (4.53052, -2.91880, -1.80513)  -0.43
H (2.04321, -2.14582, -2.94786)  0.15
H (1.87348, -3.53265, -1.86513)  0.01
H (1.81085, -3.79080, -3.57927)  0.47
H (4.20831, -3.34063, -3.82414)  0.37
H (3.98384, -4.68370, -2.71354)  0.37
H (5.46073, -2.93272, -2.10836)  0.28
C (3.80984, -1.13555, 1.53623)  -0.25
C (3.32021, -2.50645, 1.97390)  0.02
O (2.54072, -2.41003, 3.09597)  -0.59
H (4.44438, -1.31114, 0.66051)  0.19
H (4.43671, -0.64283, 2.33461)  0.43
H (3.03701, -0.37629, 1.35343)  -0.46
H (4.14937, -3.12773, 2.33218)  0.50
H (2.72737, -2.89849, 1.16149)  -0.17
H (2.92698, -2.90087, 3.85102)  0.26
C (-2.61056, 1.43089, -2.28759)  -0.57
C (-1.85256, 2.74464, -2.53630)  -0.47
O (-1.37509, 3.21399, -1.28884)  -0.62
H (-3.49474, 1.70601, -1.65789)  0.45
H (-2.12536, 0.73247, -1.59401)  -0.14
H (-2.94071, 0.94194, -3.16079)  0.35
H (-2.40659, 3.48055, -3.12351)  0.55
H (-0.94608, 2.59087, -3.11180)  0.20
H (-2.06998, 3.70554, -0.84325)  0.30
C (-2.26431, 2.41438, 3.90151)  -0.60
C (-3.76904, 2.01084, 4.15616)  -0.49
O (-3.92480, 0.62291, 4.07147)  -0.76
H (-1.89209, 2.18663, 2.89111)  -0.06
H (-1.63574, 1.90188, 4.53905)  0.29
H (-2.18110, 3.52368, 3.95455)  0.37
H (-4.38763, 2.47393, 3.39023)  0.35
H (-3.99977, 2.31330, 5.19567)  0.35
H (-3.90455, 0.36721, 3.12810)  0.21
C (1.33718, 1.91998, 2.69454)  -0.58
C (1.36143, 2.90451, 1.54024)  0.60
O (2.67726, 2.96482, 1.02879)  -0.60
H (0.42593, 2.01625, 3.24016)  -0.03
H (2.04337, 2.09279, 3.54919)  0.43
H (1.39833, 0.94313, 2.26450)  -0.23
H (1.08425, 3.92372, 1.88197)  0.61
H (0.58634, 2.72709, 0.79310)  -0.47
H (2.67114, 3.55642, 0.26407)  0.40
C (3.32686, 0.27601, -1.85990)  -0.23
O (2.33137, 0.78155, -2.72519)  -0.91
H (3.47376, -0.79594, -2.07394)  -0.04
H (3.14268, 0.39426, -0.81433)  -0.09
H (4.27990, 0.69153, -2.23236)  0.47
H (2.46302, 0.35810, -3.59139)  0.34


Entry 3:
C17H23N5SSc | ωB97M-V/def2-TZVPD

Values from the calculation:
Total energy, eV: -56963.5036
Kohn-Sham gap, eV: 6.47
LUMO energy, Ha: -0.4187
Spin multiplicity: 1
Charge: +3

Last column: natural (NBO) charge in e.
Geometry (Å):
Sc (0.21214, 0.12092, -0.17747)  2.02
C (-1.73568, -2.18072, -0.36580)  -0.25
C (-0.58315, -2.80042, -1.13831)  -0.26
N (0.52226, -1.80694, -1.37593)  -0.75
C (1.89033, -2.35629, -1.08383)  -0.25
C (2.16368, -2.57692, 0.39895)  -0.54
S (1.80781, -1.13148, 1.47634)  0.23
C (0.50605, -1.72498, 2.60912)  -0.52
C (-0.69626, -2.31137, 1.89848)  -0.25
N (-1.22879, -1.41550, 0.81888)  -0.74
H (-2.43705, -2.95693, -0.05748)  0.26
H (-2.29196, -1.48446, -0.99958)  0.23
H (-0.94894, -3.17520, -2.09257)  0.27
H (-0.16731, -3.65563, -0.61050)  0.23
H (0.52762, -1.60469, -2.37638)  0.43
H (2.61751, -1.66606, -1.50831)  0.24
H (2.01637, -3.30875, -1.60157)  0.26
H (3.22220, -2.79583, 0.53156)  0.29
H (1.61386, -3.42132, 0.81096)  0.25
H (0.25536, -0.84892, 3.21139)  0.27
H (0.95778, -2.45441, 3.28099)  0.29
H (-1.47901, -2.51114, 2.63021)  0.26
H (-0.44368, -3.27081, 1.45532)  0.22
H (-2.03455, -0.93829, 1.21874)  0.42
C (5.30826, 1.98805, -2.18847)  -0.10
C (4.43864, 2.99863, -2.59383)  -0.16
C (3.12680, 3.00303, -2.16852)  -0.18
C (2.68774, 1.97720, -1.33023)  0.12
C (3.55743, 0.96449, -0.92458)  -0.23
C (4.87000, 0.96887, -1.34956)  -0.19
N (1.35242, 1.91404, -0.85867)  -0.34
N (0.67687, 2.95719, -0.97602)  -0.07
C (-0.67356, 2.92640, -0.58507)  0.27
C (-1.35724, 4.11396, -0.65380)  -0.16
C (-2.70340, 4.13767, -0.28957)  -0.06
C (-3.31067, 2.96178, 0.11696)  -0.20
C (-2.55872, 1.80400, 0.15595)  0.11
N (-1.25755, 1.76690, -0.18002)  -0.67
H (6.33646, 1.99694, -2.52576)  0.26
H (4.79178, 3.78334, -3.24916)  0.26
H (2.44169, 3.77253, -2.49289)  0.26
H (3.22510, 0.21787, -0.21270)  0.19
H (5.55975, 0.20327, -1.02051)  0.25
H (-0.83142, 4.99740, -0.99043)  0.28
H (-3.26425, 5.06318, -0.32988)  0.28
H (-4.35414, 2.93095, 0.39963)  0.28
H (-3.01895, 0.87404, 0.46262)  0.21